No. 1
{
  "formula": "C25H46Cl2N2O6P2Zr",
  "method": "ωB97M-V/def2-TZVPD",
  "relative_energy_kcal_mol": 69.5,
  "gap_ha": 0.14736,
  "lumo_energy_ev": -1.511,
  "elements": ["Zr", "Cl", "Cl", "P", "P", "O", "O", "O", "O", "O", "O", "N", "N", "C", "C", "C", "C", "C", "C", "C", "C", "C", "C", "C", "C", "C", "C", "C", "C", "C", "C", "C", "C", "C", "C", "C", "C", "C", "H", "H", "H", "H", "H", "H", "H", "H", "H", "H", "H", "H", "H", "H", "H", "H", "H", "H", "H", "H", "H", "H", "H", "H", "H", "H", "H", "H", "H", "H", "H", "H", "H", "H", "H", "H", "H", "H", "H", "H", "H", "H", "H", "H", "H", "H"],
  "positions_angstrom": [[-0.447, 0.685, 0.160], [-0.311, -0.440, 2.313], [1.213, 1.592, -1.471], [-2.502, 2.279, 0.032], [4.384, -0.212, -0.123], [0.360, -4.363, 2.114], [-0.779, -0.721, -1.199], [-5.360, -5.850, -0.192], [-1.601, -1.617, -3.109], [-1.171, -5.911, 2.511], [-5.368, -4.514, -1.947], [-4.809, -5.020, -0.947], [-0.729, -4.938, 1.862], [4.187, -1.428, 1.188], [-1.509, -4.456, 0.738], [-2.917, -3.591, -1.513], [3.707, -0.868, 2.543], [-2.884, 2.855, -1.691], [-3.809, 1.193, 2.269], [-1.262, 3.610, 2.246], [-1.012, -3.383, -0.050], [-1.993, 3.830, 0.911], [-2.247, 1.966, -2.767], [-3.093, 4.899, 1.024], [3.324, -2.650, 0.811], [-4.363, 3.114, -2.003], [5.067, 1.425, 0.241], [6.500, 1.251, 0.786], [-3.950, 1.387, 0.758], [4.156, -0.550, -1.871], [-2.744, -5.053, 0.443], [2.884, -1.345, -2.259], [5.483, -1.134, -2.386], [4.124, 2.313, 1.091], [-1.730, -2.927, -1.156], [-3.454, -4.592, -0.679], [-1.346, -1.700, -1.921], [-4.177, 0.023, 0.081], [3.504, -3.428, 1.570], [-0.071, -2.911, 0.231], [2.656, -0.535, 2.489], [-5.210, -0.322, 0.228], [6.256, -0.359, -2.460], [1.099, 1.062, 1.000], [-2.626, 0.935, -2.777], [-3.340, 5.333, 0.045], [6.958, 2.236, 0.948], [3.157, -2.262, -2.800], [-3.794, 2.138, 2.812], [-1.244, 4.224, 0.197], [-2.369, 3.831, -1.714], [5.912, -1.894, -1.718], [-1.158, 1.912, -2.667], [-3.462, -3.292, -2.400], [-3.135, -5.853, 1.068], [-1.964, 3.501, 3.084], [-3.534, -0.779, 0.487], [4.326, -0.049, 2.924], [2.245, -1.599, -1.400], [7.131, 0.691, 0.084], [5.255, -1.743, 1.261], [-4.432, 3.528, -3.022], [-4.652, 0.598, 2.649], [6.517, 0.695, 1.731], [-0.565, 2.756, 2.269], [3.792, 1.820, 2.023], [4.028, 0.453, -2.308], [3.220, 2.576, 0.516], [-4.025, 4.523, 1.471], [3.559, -3.047, -0.184], [-4.008, 0.048, -0.999], [3.748, -1.697, 3.264], [5.356, -1.592, -3.376], [-2.896, 0.636, 2.541], [-2.444, 2.373, -3.769], [-0.657, 4.508, 2.438], [2.253, -0.721, -2.909], [-4.975, 2.199, -1.974], [4.680, 3.231, 1.345], [-4.772, 2.081, 0.518], [5.138, 1.901, -0.756], [-2.705, 5.707, 1.665], [-4.814, 3.843, -1.319], [2.245, -2.417, 0.858]]
}

---

No. 2
{
  "formula": "C25H46ClN2O15P2",
  "method": "ωB97M-V/def2-TZVPD",
  "gap_ha": 0.33936,
  "charge": 1,
  "lumo_energy_ev": -3.076,
  "elements": ["Cl", "P", "P", "O", "O", "O", "O", "O", "O", "O", "O", "O", "O", "O", "O", "O", "O", "O", "N", "N", "C", "C", "C", "C", "C", "C", "C", "C", "C", "C", "C", "C", "C", "C", "C", "C", "C", "C", "C", "C", "C", "C", "C", "C", "C", "H", "H", "H", "H", "H", "H", "H", "H", "H", "H", "H", "H", "H", "H", "H", "H", "H", "H", "H", "H", "H", "H", "H", "H", "H", "H", "H", "H", "H", "H", "H", "H", "H", "H", "H", "H", "H", "H", "H", "H", "H", "H", "H", "H", "H", "H"],
  "positions_angstrom": [[2.297, -4.259, -3.427], [-2.970, 0.557, 0.770], [0.455, 1.170, 2.243], [-4.648, 4.376, -2.442], [1.870, 1.496, 2.099], [-5.322, -2.035, -3.116], [-0.423, 2.471, 2.506], [-3.068, 1.416, 1.950], [-4.633, 5.570, -0.530], [-5.772, 3.656, -0.627], [5.713, -0.731, -0.899], [2.036, -1.039, 1.760], [-0.706, -3.677, 2.541], [0.084, 0.261, 3.487], [3.295, -0.796, 2.354], [5.956, -1.596, 1.165], [-3.953, -1.262, -1.479], [7.029, 0.277, 0.625], [0.946, 0.196, -1.470], [-1.477, -0.451, 0.873], [2.163, -0.760, 0.380], [-6.947, 3.635, 1.520], [-4.985, 4.527, -1.316], [-0.099, -2.817, 1.923], [2.930, 1.464, -2.320], [7.148, 0.132, 2.056], [-0.190, 0.366, 0.671], [1.068, -4.673, -2.215], [0.048, -1.908, -0.475], [0.788, -0.495, -0.182], [8.468, 0.644, 2.569], [1.710, 1.470, -1.390], [-0.136, -3.760, -2.319], [-5.464, 5.515, 0.642], [4.186, 2.031, -1.654], [-5.704, 4.031, 0.767], [0.181, -2.284, -1.963], [-1.426, -1.496, -0.231], [0.380, -3.034, 0.503], [-3.423, -2.576, -1.340], [6.186, -0.687, 0.190], [6.924, -1.353, 2.201], [-4.923, -1.115, -2.435], [-5.376, 0.303, -2.538], [-2.519, -2.578, -0.127], [-0.926, -4.152, -1.686], [-5.164, 0.812, -1.600], [2.576, -1.632, -0.129], [1.451, -3.209, 0.593], [2.707, 2.090, -3.180], [-1.743, -0.912, -1.096], [-6.381, 6.070, 0.438], [-7.838, 4.055, 1.053], [0.756, -5.691, -2.418], [-0.559, 1.249, 0.154], [2.881, 0.036, 0.228], [6.324, 0.692, 2.509], [-4.956, 5.950, 1.498], [-4.234, -3.277, -1.176], [-6.890, 3.984, 2.551], [-6.429, 0.361, -2.766], [6.535, -1.646, 3.172], [4.776, 2.572, -2.386], [-2.886, -2.916, -2.221], [-1.542, -0.831, 1.823], [1.198, -2.119, -2.293], [1.063, 2.280, -1.726], [-0.056, -3.981, 0.213], [-0.652, 2.923, 1.688], [4.803, 1.235, -1.252], [3.106, -0.091, 2.988], [3.921, 2.752, -0.885], [-7.064, 2.552, 1.530], [-4.828, 3.534, 1.199], [3.092, 0.464, -2.706], [-3.136, -2.369, 0.747], [-0.492, -3.790, -3.344], [1.522, -4.664, -1.234], [-2.756, 1.201, -0.459], [-2.131, -3.577, 0.022], [7.819, -1.934, 1.972], [-0.844, 0.381, 3.737], [-4.020, -0.355, 0.697], [-0.497, -1.684, -2.553], [8.549, 0.466, 3.641], [-4.789, 0.818, -3.290], [8.561, 1.714, 2.390], [2.009, 1.720, -0.377], [0.134, -1.852, 2.406], [0.037, 0.434, -1.837], [9.301, 0.155, 2.064]]
}

---

No. 3
{
  "formula": "C25H46FI2N4O7P",
  "method": "ωB97M-V/def2-TZVPD",
  "gap_ha": 0.32318,
  "smiles": "CNC[C@](F)(Cc1ccc(C)cc1)O[C@](CCCO)(CN[C@@H](I)[C@@H](C)I)P(=O)(O)O.CNC(C)=O.CNC(C)=O",
  "lumo_energy_ev": 0.374,
  "elements": ["I", "I", "P", "F", "O", "O", "O", "O", "O", "O", "O", "N", "N", "N", "N", "C", "C", "C", "C", "C", "C", "C", "C", "C", "C", "C", "C", "C", "C", "C", "C", "C", "C", "C", "C", "C", "C", "C", "C", "C", "H", "H", "H", "H", "H", "H", "H", "H", "H", "H", "H", "H", "H", "H", "H", "H", "H", "H", "H", "H", "H", "H", "H", "H", "H", "H", "H", "H", "H", "H", "H", "H", "H", "H", "H", "H", "H", "H", "H", "H", "H", "H", "H", "H", "H", "H"],
  "positions_angstrom": [[-0.313, 0.802, 5.111], [-0.169, 3.671, 1.004], [-2.090, -3.021, 1.046], [0.472, -3.910, -0.512], [-6.099, 1.809, -0.501], [-2.648, -3.476, -0.458], [-1.211, 5.984, -1.317], [0.584, -2.432, 1.390], [-3.927, 0.663, -1.291], [-3.279, -2.456, 2.036], [-1.553, -4.277, 1.680], [1.329, -4.295, 2.871], [0.145, 7.574, -2.118], [-5.134, 3.819, -0.544], [0.135, 0.318, 2.098], [5.546, -5.406, -2.014], [3.098, -4.614, -1.814], [2.479, -2.607, -0.136], [-3.055, -0.407, -0.870], [5.911, -4.339, -1.055], [4.143, -5.494, -2.371], [1.720, -4.570, 1.447], [1.230, -3.330, 0.531], [-0.599, -1.822, 0.918], [-5.067, 5.267, -0.527], [-0.401, 6.330, -2.166], [2.565, -3.825, 3.548], [4.888, -3.466, -0.496], [6.676, -6.333, -2.535], [2.176, 2.256, 2.537], [0.025, 5.415, -3.285], [-1.576, 0.066, -0.716], [-0.272, 1.403, 3.009], [-0.512, -1.052, -0.454], [0.669, 2.664, 2.767], [1.111, 8.168, -3.019], [3.455, -3.583, -0.856], [-0.931, -0.715, 2.026], [-6.230, 3.026, -0.474], [-7.580, 3.685, -0.363], [1.995, 8.449, -2.444], [-3.288, -2.932, 2.886], [-3.473, -0.767, 0.122], [2.837, 3.155, 2.525], [-7.634, 4.284, 0.547], [-8.350, 2.917, -0.317], [-4.454, 5.576, 0.321], [-0.235, 5.853, -4.250], [-7.767, 4.310, -1.238], [2.434, 1.535, 3.363], [6.691, -7.317, -1.979], [2.309, 1.707, 1.565], [6.575, -6.606, -3.620], [0.931, -0.132, 2.560], [1.099, 5.228, -3.232], [1.400, 7.488, -3.815], [-1.958, -0.293, 1.924], [1.183, -5.497, 1.103], [-0.878, -1.283, 3.007], [-2.049, -4.217, -0.687], [0.572, 3.318, 3.666], [3.324, -4.659, 3.641], [-4.269, 3.300, -0.617], [-1.527, 0.933, 0.005], [7.688, -5.875, -2.349], [-0.496, 4.464, -3.186], [0.497, -0.556, -0.532], [6.971, -4.223, -0.726], [3.018, -3.034, 2.885], [-0.189, 8.126, -1.342], [-1.311, 1.684, 2.693], [-6.051, 5.721, -0.447], [-4.587, 5.602, -1.449], [-1.302, 0.530, -1.712], [3.854, -6.306, -3.089], [2.185, -1.800, -0.852], [5.200, -2.691, 0.250], [0.973, -5.149, 3.300], [0.672, 9.069, -3.454], [3.043, -2.118, 0.705], [2.039, -4.759, -2.112], [-0.600, -1.807, -1.284], [2.833, -4.677, 1.459], [-4.806, 0.567, -0.858], [-3.192, -1.239, -1.620], [2.384, -3.369, 4.553]]
}

---

No. 4
{
  "formula": "C25H46O3P2RuS",
  "method": "ωB97M-V/def2-TZVPD",
  "relative_energy_kcal_mol": 40.5,
  "gap_ha": [0.26860, 0.15830],
  "charge": 1,
  "multiplicity": 6,
  "lumo_energy_ev": [-2.147, -5.705],
  "s_squared": 8.777,
  "elements": ["Ru", "S", "P", "P", "O", "O", "O", "C", "C", "C", "C", "C", "C", "C", "C", "C", "C", "C", "C", "C", "C", "C", "C", "C", "C", "C", "C", "C", "C", "C", "C", "C", "H", "H", "H", "H", "H", "H", "H", "H", "H", "H", "H", "H", "H", "H", "H", "H", "H", "H", "H", "H", "H", "H", "H", "H", "H", "H", "H", "H", "H", "H", "H", "H", "H", "H", "H", "H", "H", "H", "H", "H", "H", "H", "H", "H", "H", "H"],
  "positions_angstrom": [[-0.602, -1.763, -4.546], [3.173, 1.600, -0.443], [1.689, -2.332, -0.091], [1.284, -0.555, -2.028], [3.958, 0.944, -1.489], [2.722, 0.711, 0.648], [2.103, 2.496, -0.928], [1.431, 0.751, -3.301], [-0.077, -3.521, -3.851], [-2.646, 2.095, -1.187], [4.374, 2.682, 0.348], [-1.922, -3.057, -6.678], [-1.079, 1.560, 0.773], [-0.786, 0.432, 1.579], [2.712, -2.175, 1.424], [-3.358, -1.009, -0.696], [0.900, -4.170, -4.778], [-1.000, -1.886, -6.459], [-2.035, -4.028, -5.452], [1.022, -3.465, -6.161], [0.407, -2.095, -6.170], [2.776, -1.490, -2.518], [-1.921, -0.312, -3.946], [-1.496, -3.449, -4.168], [-1.596, -0.639, 1.135], [-0.422, 2.876, 0.857], [3.048, -2.492, -1.363], [-2.076, 1.189, -0.163], [-2.389, -0.180, 0.053], [-1.634, -2.015, 1.698], [1.171, -4.087, 0.073], [0.222, 0.417, 2.659], [-0.097, 3.077, 1.885], [-4.117, -1.431, -0.019], [0.221, -4.256, -0.448], [-2.932, -2.652, -6.876], [0.033, 1.229, 3.376], [3.885, 3.224, 1.160], [0.477, 2.899, 0.218], [0.200, -3.501, -2.797], [-2.484, -2.133, 2.387], [-1.837, 0.503, -4.687], [2.072, -2.345, 2.300], [-3.878, -0.423, -1.460], [1.892, -4.162, -4.294], [1.230, 0.572, 2.242], [0.631, -4.112, -6.967], [-1.098, 3.676, 0.531], [3.096, -3.532, -1.706], [-0.720, -2.236, 2.261], [-2.907, -0.806, -4.003], [0.948, 1.638, -2.859], [-2.872, -1.861, -1.200], [-1.630, -3.613, -7.587], [2.100, -3.334, -6.371], [0.204, -0.533, 3.203], [2.493, 0.988, -3.462], [-1.747, -2.766, 0.908], [-1.859, 2.478, -1.854], [5.181, 2.054, 0.734], [-1.566, -5.005, -5.682], [3.592, -0.737, -2.551], [2.668, -1.994, -3.502], [3.517, -2.920, 1.384], [4.754, 3.373, -0.408], [1.950, -4.728, -0.361], [0.907, 0.454, -4.238], [0.644, -5.235, -4.901], [1.045, -4.327, 1.138], [3.115, -1.155, 1.442], [3.978, -2.221, -0.854], [1.083, -1.288, -6.421], [-3.113, -4.220, -5.281], [-1.288, -0.924, -6.888], [-2.171, -3.406, -3.310], [-3.117, 2.967, -0.711], [-1.687, 0.025, -2.918], [-3.401, 1.591, -1.797]]
}

---

No. 5
{
  "formula": "C25H46O3P2STl",
  "method": "ωB97M-V/def2-TZVPD",
  "gap_ha": [0.22229, 0.19519],
  "charge": 1,
  "lumo_energy_ev": [-2.651, -2.608],
  "elements": ["Tl", "S", "P", "P", "O", "O", "O", "C", "C", "C", "C", "C", "C", "C", "C", "C", "C", "C", "C", "C", "C", "C", "C", "C", "C", "C", "C", "C", "C", "C", "C", "C", "H", "H", "H", "H", "H", "H", "H", "H", "H", "H", "H", "H", "H", "H", "H", "H", "H", "H", "H", "H", "H", "H", "H", "H", "H", "H", "H", "H", "H", "H", "H", "H", "H", "H", "H", "H", "H", "H", "H", "H", "H", "H", "H", "H", "H", "H"],
  "positions_angstrom": [[5.571, -0.036, -0.338], [-1.159, -0.964, 2.316], [1.820, -1.398, 2.675], [1.331, -2.683, -0.510], [0.277, -1.866, 2.484], [-1.570, -1.205, 0.951], [-0.878, 0.380, 2.784], [6.324, -1.040, 1.810], [6.637, -2.182, -0.983], [2.024, 0.152, 1.807], [6.843, -2.437, 1.591], [7.057, 0.113, 1.567], [8.451, 0.100, 0.989], [2.356, -3.326, -1.897], [0.690, 2.871, -2.428], [-3.568, 0.371, -1.125], [-1.400, 1.398, -2.083], [-0.286, 3.945, 0.415], [-2.902, 2.423, 1.173], [-2.125, -1.912, 3.489], [2.756, -2.775, 1.979], [-1.318, 0.586, -3.315], [8.709, -0.943, -0.131], [-0.932, 2.906, -0.410], [2.011, -1.219, 4.437], [2.051, -3.638, 0.917], [-0.170, -3.695, -0.781], [-2.128, 2.222, -0.062], [-0.486, 2.405, -1.665], [7.582, -1.175, -1.113], [6.534, -3.085, 0.217], [-2.420, 1.293, -1.100], [3.012, -3.426, 2.829], [7.674, -0.622, -2.059], [-1.009, 4.718, 0.710], [1.690, -3.467, -2.760], [-2.197, 0.751, -3.958], [1.625, 0.112, 0.781], [6.026, -2.482, -1.843], [5.390, -0.998, 2.384], [9.186, -0.096, 1.791], [5.515, -3.513, 0.234], [-1.283, -0.490, -3.083], [1.416, 3.362, -1.769], [3.070, -1.295, 4.715], [-2.118, -2.966, 3.172], [8.698, 1.103, 0.602], [-1.699, -1.805, 4.499], [0.530, 4.426, -0.132], [-3.770, 0.026, -2.146], [1.186, 2.032, -2.931], [1.226, -4.194, 1.387], [0.408, 3.597, -3.207], [6.730, 1.072, 1.982], [2.755, -4.366, 0.486], [1.633, -0.236, 4.752], [2.833, -4.280, -1.637], [9.024, -1.893, 0.325], [-0.312, -3.779, -1.866], [-2.445, 1.877, 2.013], [3.095, 0.405, 1.765], [-3.929, 2.060, 1.047], [1.446, -2.004, 4.962], [9.575, -0.580, -0.718], [-4.471, 0.862, -0.739], [3.721, -2.387, 1.605], [-0.421, 0.839, -3.890], [-3.153, -1.520, 3.475], [7.209, -3.955, 0.102], [-2.934, 3.488, 1.443], [6.370, -3.078, 2.361], [-0.037, -4.688, -0.332], [1.491, 0.951, 2.351], [7.924, -2.498, 1.793], [-3.374, -0.510, -0.496], [0.130, 3.520, 1.342], [3.123, -2.579, -2.147], [-1.027, -3.180, -0.326]]
}

---

no.,calculated total energy (eV)
1,-86835.25821
2,-91457.22550
3,-75172.13109
4,-64793.96474
5,-66910.03944